# 1
ORCA calculation (ωB97M-V/def2-TZVPD) on C5H14N2O as an isolated structure at a distorted geometry.

Geometry as ORCA input:
```
! RIJCOSX wB97M-V def2-TZVPD def2/J DEFGRID3
* xyz 0 1
C 1.148 0.404 1.051
C 0.241 -0.651 0.406
C -0.877 -1.065 1.341
N 2.350 0.597 0.231
O 0.503 1.640 1.243
H 0.243 1.965 0.363
H 1.403 0.077 2.073
H 2.922 1.327 0.643
H 2.906 -0.251 0.199
H 0.871 -1.525 0.179
H 0.140 -1.098 -1.301
H -1.525 -1.821 0.898
H -1.483 -0.209 1.635
H -0.468 -1.485 2.267
C -1.967 0.147 -1.169
C -0.466 0.207 -1.203
N 0.132 1.243 -1.632
H 1.147 1.217 -1.563
H -0.184 -1.182 -2.175
H -2.330 -0.870 -1.039
H -2.350 0.759 -0.354
H -2.357 0.575 -2.092
*
```

- LUMO: 0.76 eV
- Frontier orbital gap: 8.88 eV
- Maximum force: 4.028 eV/Å
- HOMO: -8.12 eV

=====

# 2
ORCA calculation (ωB97M-V/def2-TZVPD) on a 6-piece molecular cluster, H12O5S2 overall at a distorted geometry.

Geometry as ORCA input:
```
! RIJCOSX wB97M-V def2-TZVPD def2/J DEFGRID3
* xyz 1 2
S -3.884 0.555 0.891
S -4.480 2.464 1.208
H -3.898 0.635 -0.484
H -5.494 2.073 2.011
H 0.647 -2.565 -4.206
H 0.058 -1.426 -3.328
O -0.158 -2.111 -3.962
H 3.593 1.095 2.045
H 2.190 1.623 2.388
O 2.688 1.145 1.728
H -2.266 1.529 -2.158
H -3.713 1.939 -2.304
O -3.160 1.160 -2.196
H -0.653 -3.613 -0.164
H 0.819 -3.475 0.037
O -0.009 -3.249 0.465
H 5.902 1.355 2.175
H 6.281 0.202 3.123
O 5.538 0.663 2.732
*
```

- LUMO (alpha / beta): -5.11 / -8.83 eV
- Frontier orbital gap (alpha / beta): 7.93 / 4.22 eV
- Maximum force: 1.029 eV/Å
- HOMO (alpha / beta): -13.05 / -13.05 eV

=====

# 3
ORCA calculation (ωB97M-V/def2-TZVPD) on C16H13F5O4S as an isolated structure at a distorted geometry.

Geometry as ORCA input:
```
! RIJCOSX wB97M-V def2-TZVPD def2/J DEFGRID3
* xyz 0 1
O -3.702 -1.104 -3.688
S -2.652 -0.512 -2.963
O -1.355 -0.422 -3.528
O -2.513 -1.384 -1.584
C -1.709 -0.505 -0.782
C -2.180 0.962 -1.049
C -1.072 2.034 -1.367
F -1.311 3.140 -0.579
F -1.223 2.466 -2.640
C 0.349 1.573 -1.094
C 0.678 1.226 0.204
C 1.947 0.763 0.495
C 2.854 0.685 -0.547
C 2.526 1.040 -1.832
C 3.533 0.914 -2.953
F 4.726 0.472 -2.506
F 3.728 2.048 -3.638
F 3.101 -0.018 -3.839
C 1.252 1.511 -2.129
O -3.048 0.841 -2.189
H -0.678 -0.776 -1.040
H -1.778 -0.652 0.302
H -2.660 1.354 -0.145
H -0.110 1.310 0.955
H 2.158 0.478 1.522
H 3.852 0.312 -0.323
H 0.969 1.817 -3.133
C 0.470 -2.413 2.685
C 0.856 -1.595 3.739
C -0.086 -0.810 4.391
C -1.417 -0.849 3.994
C -1.804 -1.670 2.942
C -0.859 -2.449 2.285
H 1.205 -3.023 2.174
H 1.892 -1.569 4.053
H 0.216 -0.168 5.208
H -2.152 -0.241 4.505
H -2.842 -1.703 2.634
H -1.160 -3.085 1.460
*
```

- LUMO: 0.32 eV
- Frontier orbital gap: 10.33 eV
- Maximum force: 2.289 eV/Å
- HOMO: -10.01 eV

=====

# 4
ORCA calculation (ωB97M-V/def2-TZVPD) on a 2-piece molecular cluster, C2H9NO overall.

Geometry as ORCA input:
```
! RIJCOSX wB97M-V def2-TZVPD def2/J DEFGRID3
* xyz 0 1
C 1.038 0.848 0.837
N -0.985 -2.511 0.563
H 1.210 0.065 1.569
H 0.390 1.606 1.289
H 2.014 1.270 0.562
H -0.622 -3.231 -0.044
H -1.962 -2.346 0.364
H -0.474 -1.651 0.405
C -0.144 1.240 -1.141
O 0.410 0.264 -0.284
H -0.539 0.717 -2.004
H 0.620 1.951 -1.477
H -0.954 1.778 -0.638
*
```

- SMILES: COC.N
- LUMO: 1.00 eV
- Frontier orbital gap: 10.53 eV
- Maximum force: 0.449 eV/Å
- HOMO: -9.52 eV

=====

# 5
ORCA calculation (ωB97M-V/def2-TZVPD) on the molecule CH3N2O2P at a distorted geometry.

Geometry as ORCA input:
```
! RIJCOSX wB97M-V def2-TZVPD def2/J DEFGRID3
* xyz 0 1
C 1.418 -0.001 0.103
N -0.897 -1.335 -0.031
N -1.038 1.366 -0.196
O -1.968 -1.843 -0.253
O -2.168 1.750 -0.379
P -0.500 0.091 0.719
H 1.887 0.927 0.411
H 1.407 -0.102 -0.973
H 1.860 -0.854 0.598
*
```

- SMILES: CP(N=O)N=O
- LUMO (alpha / beta): -1.29 / -1.34 eV
- Frontier orbital gap (alpha / beta): 7.37 / 7.28 eV
- Maximum force: 3.362 eV/Å
- HOMO (alpha / beta): -8.66 / -8.62 eV

=====

# 6
ORCA calculation (ωB97M-V/def2-TZVPD) on the molecule C4H6N2 at a distorted geometry.

Geometry as ORCA input:
```
! RIJCOSX wB97M-V def2-TZVPD def2/J DEFGRID3
* xyz 0 1
N 3.097 0.159 -0.564
C 2.016 -0.021 -0.193
C 0.681 -0.256 0.379
C -0.339 0.911 0.323
C -1.351 -0.126 -0.212
N -0.275 -1.106 -0.310
H 0.846 -0.624 1.399
H -0.563 1.396 1.275
H -0.070 1.666 -0.421
H -1.888 0.148 -1.127
H -2.082 -0.444 0.540
H -0.073 -1.704 -1.089
*
```

- SMILES: N#C[C@H]1CCN1
- LUMO: 0.93 eV
- Frontier orbital gap: 10.09 eV
- Maximum force: 1.130 eV/Å
- HOMO: -9.16 eV

=====

# 7
ORCA calculation (ωB97M-V/def2-TZVPD) on a 2-piece molecular cluster, C12H20 overall at a distorted geometry.

Geometry as ORCA input:
```
! RIJCOSX wB97M-V def2-TZVPD def2/J DEFGRID3
* xyz 0 1
C -0.968 2.228 -1.147
C 0.291 2.776 -0.508
C -1.503 0.933 -0.589
C -2.021 -0.070 -1.404
C -1.510 0.742 0.795
C -2.549 -1.223 -0.837
C -2.041 -0.417 1.344
C -2.611 -1.386 0.538
H -1.791 2.958 -1.038
H -0.998 2.220 -2.237
H 0.927 1.993 -0.097
H -1.965 0.056 -2.479
H -1.149 1.569 1.392
H -2.839 -2.020 -1.509
H -2.047 -0.429 2.422
H -3.144 -2.222 0.966
H 0.099 3.512 0.275
H 0.907 3.327 -1.223
C 2.488 -0.670 0.234
C 1.367 -1.127 1.168
C 3.686 -0.136 1.051
C 2.925 -1.813 -0.697
H 2.068 0.148 -0.349
H 0.984 -0.237 1.662
H 3.696 -0.572 2.035
H 4.656 -0.394 0.636
H 3.541 0.936 1.172
H 2.175 -1.979 -1.478
H 3.830 -1.538 -1.237
H 3.023 -2.706 -0.129
H 1.706 -1.921 1.844
H 0.559 -1.680 0.675
*
```

- SMILES: CCc1ccccc1.CC(C)C
- LUMO: 0.95 eV
- Frontier orbital gap: 9.93 eV
- Maximum force: 1.767 eV/Å
- HOMO: -8.98 eV

=====

# 8
ORCA calculation (ωB97M-V/def2-TZVPD) on C8H9AuNO6 as an isolated structure at a distorted geometry.

Geometry as ORCA input:
```
! RIJCOSX wB97M-V def2-TZVPD def2/J DEFGRID3
* xyz 3 3
Au 0.001 -0.007 -0.024
C 0.003 0.940 1.671
O 0.000 1.498 2.661
C 0.002 1.744 -0.860
O -0.006 2.779 -1.325
C -1.945 -0.011 -0.031
O -3.079 -0.018 -0.007
C 1.945 -0.012 -0.023
O 3.077 0.000 -0.011
C 0.003 -1.702 -1.603
H 0.931 -2.248 -1.461
H -0.921 -2.252 -1.462
C 0.002 -0.486 -2.285
H -0.925 -0.083 -2.682
H 0.925 -0.078 -2.682
N -2.331 -2.899 4.101
C -1.527 -2.956 2.837
C -1.383 -1.511 2.261
O -1.894 -0.591 2.802
O -0.667 -1.566 1.190
H -1.857 -2.299 4.795
H -2.410 -3.853 4.482
H -3.276 -2.532 3.906
H -0.549 -3.364 3.081
H -2.044 -3.604 2.131
*
```

- LUMO (alpha / beta): -12.06 / -13.82 eV
- Frontier orbital gap (alpha / beta): 8.21 / 8.20 eV
- Maximum force: 9.577 eV/Å
- HOMO (alpha / beta): -20.27 / -22.01 eV

=====

# 9
ORCA calculation (ωB97M-V/def2-TZVPD) on a 9-piece molecular cluster, C33H81F4NO11PS8 overall.

Geometry as ORCA input:
```
! RIJCOSX wB97M-V def2-TZVPD def2/J DEFGRID3
* xyz 1 1
C -3.388 -2.191 -3.170
C -2.613 -3.443 -3.635
C -1.114 -3.472 -3.247
C -0.151 -3.501 -4.436
C -0.401 -2.454 -5.526
C -0.642 -1.018 -5.040
C -0.099 0.048 -6.002
C -0.329 1.509 -5.550
C 0.937 2.184 -4.993
C 1.294 1.756 -3.557
C 0.228 2.172 -2.527
C 0.679 2.367 -1.064
N 2.160 2.478 -0.864
C 2.826 1.144 -0.738
P 4.697 1.385 -0.934
O 4.867 0.712 -2.402
O 5.194 0.227 0.097
C 2.371 0.600 0.617
O 1.096 1.108 0.968
C 0.209 1.238 -0.129
C -1.192 1.497 0.430
F -2.108 1.066 -0.491
F -1.406 2.833 0.601
C -1.557 0.791 1.753
F -1.185 -0.515 1.671
F -0.891 1.350 2.799
H -3.989 -1.788 -3.992
H -2.693 -1.395 -2.876
H -4.058 -2.415 -2.342
H -3.096 -4.322 -3.185
H -2.730 -3.564 -4.716
H -0.910 -2.606 -2.593
H -0.910 -4.365 -2.656
H -0.211 -4.497 -4.892
H 0.881 -3.405 -4.061
H -1.291 -2.761 -6.090
H 0.444 -2.465 -6.229
H -1.727 -0.854 -4.965
H -0.209 -0.861 -4.039
H 0.975 -0.119 -6.164
H -0.595 -0.102 -6.968
H -0.691 2.116 -6.386
H -1.127 1.514 -4.795
H 1.786 1.906 -5.635
H 0.869 3.279 -5.050
H 2.276 2.189 -3.325
H 1.428 0.666 -3.552
H -0.259 3.095 -2.870
H -0.557 1.404 -2.519
H 0.329 3.338 -0.709
H 2.579 3.074 -1.577
H 2.279 3.016 0.006
H 2.466 0.526 -1.567
H 4.730 -0.237 -2.474
H 4.778 -0.636 0.020
H 2.358 -0.499 0.593
H 3.049 0.913 1.421
H 0.132 0.290 -0.689
H -2.638 0.866 1.914
C -4.099 5.313 4.901
S -3.544 5.424 3.197
O -4.605 6.129 2.440
C -3.708 3.680 2.824
H -4.105 6.324 5.302
H -5.106 4.898 4.923
H -3.408 4.693 5.471
H -4.737 3.364 2.997
H -3.013 3.117 3.449
H -3.454 3.557 1.774
C 2.437 4.270 2.748
S 1.043 4.830 1.790
O 1.505 4.793 0.352
C 1.033 6.536 2.318
H 2.619 3.221 2.523
H 3.312 4.871 2.497
H 2.204 4.344 3.808
H 1.999 6.989 2.093
H 0.828 6.560 3.388
H 0.240 7.047 1.778
C 1.526 0.881 6.012
S 3.240 1.395 5.948
O 3.315 2.462 4.897
C 3.901 -0.115 5.257
H 0.951 1.720 6.398
H 1.188 0.619 5.008
H 1.436 0.032 6.689
H 3.399 -0.328 4.311
H 3.760 -0.932 5.959
H 4.966 0.029 5.095
C 3.524 7.283 7.758
S 2.991 5.648 7.241
O 2.963 4.783 8.447
C 4.484 5.237 6.334
H 2.736 7.704 8.379
H 4.444 7.193 8.335
H 3.676 7.908 6.879
H 5.336 5.288 7.012
H 4.605 5.939 5.508
H 4.358 4.229 5.943
C -6.014 -0.132 -5.836
S -4.696 -0.539 -6.983
O -3.723 -1.364 -6.217
C -3.994 1.112 -7.073
H -6.540 -1.056 -5.606
H -5.583 0.283 -4.926
H -6.697 0.576 -6.305
H -3.712 1.436 -6.070
H -4.723 1.793 -7.511
H -3.114 1.056 -7.711
C 6.262 -4.537 4.050
S 4.694 -3.788 4.496
O 4.951 -2.948 5.694
C 3.915 -5.292 5.088
H 6.917 -3.741 3.702
H 6.692 -5.013 4.930
H 6.104 -5.263 3.252
H 4.516 -5.709 5.894
H 3.824 -6.000 4.265
H 2.928 -5.025 5.459
C -0.292 -8.638 -1.557
S 0.169 -6.930 -1.256
O 0.352 -6.298 -2.587
C 1.815 -7.290 -0.629
H -1.284 -8.630 -2.004
H 0.423 -9.085 -2.247
H -0.318 -9.181 -0.613
H 2.377 -7.836 -1.387
H 1.729 -7.875 0.286
H 2.298 -6.338 -0.419
C -7.667 -5.419 -1.347
S -7.230 -3.708 -1.019
O -6.988 -3.064 -2.335
C -5.610 -4.064 -0.322
H -8.639 -5.415 -1.835
H -6.920 -5.860 -2.007
H -7.729 -5.965 -0.406
H -5.011 -4.602 -1.057
H -5.726 -4.649 0.590
H -5.141 -3.108 -0.093
*
```

- LUMO: -2.53 eV
- Frontier orbital gap: 7.80 eV
- Maximum force: 0.654 eV/Å
- HOMO: -10.33 eV

=====

# 10
ORCA calculation (ωB97M-V/def2-TZVPD) on C41H50BrCl2N2O4PPt as an isolated structure at a distorted geometry.

Geometry as ORCA input:
```
! RIJCOSX wB97M-V def2-TZVPD def2/J DEFGRID3
* xyz -2 1
Pt -0.442 0.767 -1.323
C -4.637 1.925 -0.537
O -3.433 1.250 -0.816
C -3.275 -0.045 -0.401
C -4.016 -0.493 0.637
C -4.016 -1.863 1.147
Br -5.372 -2.117 2.512
C -3.282 -2.924 0.863
C -2.140 -3.031 -0.070
C -1.710 -2.018 -0.904
O -0.566 -2.283 -1.584
C -1.486 -4.324 -0.032
N -1.821 -5.310 0.795
C -1.009 -6.368 0.460
C -0.925 -7.646 1.004
C 0.011 -8.532 0.482
C 0.850 -8.165 -0.575
C 0.780 -6.892 -1.132
C -0.149 -6.014 -0.598
N -0.484 -4.716 -0.894
H -5.504 1.304 -0.774
H -4.635 2.812 -1.168
H -4.702 2.241 0.509
H -4.677 0.198 1.132
H -3.485 -3.838 1.402
H -0.192 -1.384 -1.810
H -1.574 -7.936 1.821
H 0.096 -9.526 0.905
H 1.563 -8.880 -0.968
H 1.433 -6.598 -1.945
H -0.054 -4.081 -1.545
C -0.516 -0.133 4.229
C -0.181 -1.168 3.161
C -0.020 -0.491 1.788
C 0.496 0.967 1.895
C 1.444 1.052 3.094
C 0.656 0.848 4.404
P 0.964 1.555 0.184
C 2.729 1.215 -0.324
C 3.935 1.932 0.310
C 4.603 1.188 1.469
C 4.903 -0.265 1.103
C 3.631 -0.978 0.650
C 3.024 -0.273 -0.561
C 1.033 3.438 0.229
C 1.390 4.164 1.544
C 0.207 4.393 2.488
C -0.953 5.063 1.756
C -1.373 4.217 0.556
C -0.211 4.064 -0.420
H -0.747 -0.614 5.183
H -1.416 0.405 3.919
H -0.968 -1.922 3.096
H 0.739 -1.694 3.446
H -0.974 -0.478 1.264
H 0.660 -1.079 1.165
H -0.369 1.604 2.108
H 1.970 2.003 3.141
H 2.200 0.269 3.003
H 0.279 1.813 4.756
H 1.337 0.473 5.176
H 2.603 1.641 -1.328
H 3.660 2.939 0.628
H 4.680 2.056 -0.486
H 3.961 1.208 2.351
H 5.530 1.705 1.739
H 5.355 -0.784 1.954
H 5.632 -0.286 0.283
H 2.909 -0.994 1.472
H 3.849 -2.020 0.399
H 2.107 -0.769 -0.883
H 3.736 -0.345 -1.393
H 1.855 3.629 -0.467
H 1.804 5.147 1.280
H 2.181 3.633 2.073
H 0.531 5.006 3.335
H -0.137 3.440 2.896
H -0.623 6.046 1.394
H -1.791 5.230 2.440
H -2.228 4.674 0.048
H -1.690 3.220 0.887
H 0.058 5.046 -0.831
H -0.509 3.433 -1.260
C -2.284 -0.727 -1.230
C -2.385 -0.454 -2.721
C -2.837 -1.476 -3.567
C -2.977 -1.279 -4.935
C -2.636 -0.061 -5.505
C -2.175 0.966 -4.687
C -2.080 0.781 -3.315
H -3.093 -2.435 -3.128
H -3.359 -2.083 -5.555
H -2.720 0.088 -6.575
H -1.853 1.911 -5.107
H -1.767 1.643 -2.704
Cl 4.248 2.305 -3.893
C 2.961 3.535 -4.083
Cl 3.151 4.791 -2.807
C 1.507 2.948 -4.035
O 0.728 3.621 -4.736
O 1.345 1.955 -3.322
H 3.132 4.035 -5.027
*
```

- LUMO: 4.09 eV
- Frontier orbital gap: 4.43 eV
- Maximum force: 1.731 eV/Å
- HOMO: -0.33 eV